[1]
Molecular formula: C6H15FNP
Method: DFT, ωB97M-V/def2-TZVPD

2S+1	3
lowest unoccupied orbital energy (spin up / spin down)	0.032 / 0.006	Eh
molar mass	151.16	g/mol
total energy	-19955.8174	eV
frontier orbital gap (spin up / spin down)	6.70 / 9.72	eV
⟨S²⟩	2.006

```
24
C6H15FNP ωB97M-V/def2-TZVPD
C 0.267 2.311 0.587
C -1.217 -1.579 -1.238
C -2.331 -1.137 1.061
C 2.114 0.884 -1.275
C 0.640 0.877 0.751
C -1.544 -0.711 -0.151
N 1.680 0.323 -0.004
F -2.059 0.479 -0.723
P 2.160 -1.257 0.471
H -0.652 2.487 1.160
H 0.973 2.964 1.018
H 0.272 2.772 -0.470
H -2.017 -1.648 -1.977
H -0.159 -1.263 -1.607
H -0.869 -2.624 -0.965
H -3.224 -1.573 0.898
H -2.434 -0.391 1.922
H -1.743 -1.931 1.624
H 2.372 2.022 -1.218
H 3.140 0.397 -1.636
H 1.274 0.874 -2.130
H 0.349 0.529 1.624
H 0.802 -1.937 0.530
H 2.207 -0.869 1.751
```


[2]
Molecular formula: C9H36N10O9
Method: DFT, ωB97M-V/def2-TZVPD

2S+1	1
lowest unoccupied orbital energy	-0.026	Eh
molar mass	428.45	g/mol
SMILES string	NC(N)=O.NC(N)=O.NC(N)=O.NC(N)=O.NC(N)=O.CO.CO.CO.CO
total energy	-43242.9326	eV
frontier orbital gap	8.50	eV
relative energy (zero: lowest compared OMol25 entry of this formula, charge and spin)	6.637	eV

```
64
C9H36N10O9 ωB97M-V/def2-TZVPD
C 22.084 23.512 0.448
O 22.422 24.529 1.255
N 21.253 23.608 -0.501
N 22.487 22.299 0.572
H 20.959 24.575 -0.842
H 20.935 22.819 -1.206
H 23.369 22.216 1.082
H 22.135 21.537 -0.027
C 26.676 16.408 0.258
O 26.705 15.648 1.392
N 25.892 17.439 0.167
N 27.384 16.099 -0.800
H 25.363 17.628 1.055
H 25.951 18.173 -0.488
H 27.885 15.161 -0.844
H 27.389 16.698 -1.597
C 24.437 18.954 6.020
O 24.960 17.821 6.500
N 23.334 19.453 6.429
N 25.019 19.577 5.032
H 22.672 18.896 7.018
H 23.076 20.378 6.136
H 25.891 19.107 4.748
H 24.846 20.523 4.675
C 23.283 17.907 1.534
O 22.446 16.895 1.146
N 24.317 17.796 2.332
N 23.207 19.125 1.053
H 24.453 16.826 2.756
H 24.653 18.561 2.936
H 22.687 19.319 0.198
H 23.871 19.851 1.128
C 21.236 20.854 3.557
O 20.511 20.991 4.700
N 20.918 21.476 2.436
N 22.267 20.043 3.544
H 20.154 22.144 2.424
H 21.546 21.776 1.662
H 22.303 19.380 4.339
H 22.637 19.661 2.631
C 23.131 23.263 4.206
O 23.841 22.059 4.221
H 22.803 23.428 5.273
H 22.328 23.384 3.555
H 23.804 24.075 4.053
H 23.196 21.374 3.890
C 24.639 22.150 -1.827
O 24.461 22.328 -3.219
H 24.469 23.021 -1.227
H 25.545 21.664 -1.433
H 23.864 21.446 -1.456
H 23.536 22.486 -3.313
C 25.877 20.706 1.457
O 24.743 21.447 1.808
H 25.646 20.058 0.588
H 26.183 20.139 2.285
H 26.725 21.367 1.167
H 24.817 21.847 2.729
C 28.288 18.009 3.431
O 27.036 18.056 4.037
H 29.033 17.802 4.218
H 28.619 18.957 2.942
H 28.162 17.234 2.677
H 26.951 17.221 4.479
```


[3]
Molecular formula: C2H4N2O
Method: DFT, ωB97M-V/def2-TZVPD

2S+1	1
lowest unoccupied orbital energy	0.032	Eh
molar mass	72.07	g/mol
SMILES string	[H]/N=C/NC=O
total energy	-7165.2357	eV
frontier orbital gap	10.97	eV
relative energy (zero: lowest compared OMol25 entry of this formula, charge and spin)	1.244	eV

```
9
C2H4N2O ωB97M-V/def2-TZVPD
N 1.559 1.335 -0.433
C 0.927 0.237 -0.341
N -0.358 0.193 0.183
C -1.278 -0.839 0.390
O -2.357 -0.554 0.884
H 2.484 1.185 -0.835
H 1.290 -0.747 -0.641
H -0.743 1.094 0.487
H -1.525 -1.903 0.306
```


[4]
Molecular formula: C2H5OP
Method: DFT, ωB97M-V/def2-TZVPD

2S+1	3
lowest unoccupied orbital energy (spin up / spin down)	0.032 / -0.085	Eh
molar mass	76.03	g/mol
total energy	-13485.6847	eV
frontier orbital gap (spin up / spin down)	6.48 / 7.52	eV
⟨S²⟩	2.010
relative energy (zero: lowest compared OMol25 entry of this formula, charge and spin)	1.857	eV

```
9
C2H5OP ωB97M-V/def2-TZVPD
C 1.678 -0.320 -0.035
C 2.633 0.523 -0.229
O 0.786 -1.049 0.122
P -2.404 -0.047 -0.184
H 3.210 0.919 0.583
H -3.752 0.290 -0.266
H 2.909 0.820 -1.224
H -2.684 -1.383 0.063
H -2.375 0.247 1.170
```


[5]
Molecular formula: C6H6N2
Method: DFT, ωB97M-V/def2-TZVPD

2S+1	1
lowest unoccupied orbital energy	0.017	Eh
molar mass	106.13	g/mol
SMILES string	C=C[C@@]1(C#N)N=C1C
total energy	-9295.7297	eV
frontier orbital gap	9.76	eV
relative energy (zero: lowest compared OMol25 entry of this formula, charge and spin)	3.015	eV

```
14
C6H6N2 ωB97M-V/def2-TZVPD
C -2.941 -0.131 -0.179
C -0.961 -1.437 0.043
C 0.222 -1.942 0.344
C -1.593 -0.205 0.351
C -0.686 0.996 0.547
C 0.442 1.821 0.021
N -4.010 -0.099 -0.547
N -1.321 0.671 1.555
H -1.496 -2.092 -0.555
H 0.645 -2.933 0.129
H 1.349 1.173 0.061
H 0.568 2.567 0.799
H 0.011 2.000 -0.998
H 1.020 -1.527 1.027
```


[6]
Molecular formula: C4H7NS
Method: DFT, ωB97M-V/def2-TZVPD

2S+1	1
lowest unoccupied orbital energy (spin up / spin down)	0.004 / 0.012	Eh
molar mass	101.17	g/mol
total energy	-16582.0620	eV
frontier orbital gap (spin up / spin down)	7.54 / 7.76	eV
relative energy (zero: lowest compared OMol25 entry of this formula, charge and spin)	4.869	eV

```
13
C4H7NS ωB97M-V/def2-TZVPD
C 1.812 0.239 0.041
C -0.922 -0.899 -0.777
C -0.882 -1.032 0.702
C -0.675 0.251 0.135
N 2.418 1.433 0.110
S 2.347 -1.265 -0.048
H 0.063 -1.155 -1.248
H -1.895 -1.000 -1.409
H -1.723 -1.348 1.345
H 0.002 -1.544 1.047
H -0.617 1.266 0.460
H 2.116 2.415 0.147
H 3.461 1.398 0.240
```


Q: What is the total energy in the sixth record?
A: -16582.0620 eV